Entry 1:
ORCA calculation (wB97M-V/def2-TZVPD) on C22H16Br2N2OPd as an isolated structure in a non-equilibrium geometry.

The geometry in XYZ format:
```
44
Properties=species:S:1:pos:R:3:mulliken_charge:R:1
Pd -1.197 1.185 0.844 0.0613
C 1.000 -1.086 2.003 -0.8482
C -0.192 -1.767 1.411 0.6526
C -0.258 -3.155 1.224 -0.7017
C -1.353 -3.713 0.618 -0.8150
C -2.429 -2.893 0.222 1.3380
C -3.586 -3.329 -0.449 -0.1041
Br -3.765 -5.151 -0.979 -0.2416
C -4.591 -2.451 -0.784 -0.4509
C -4.493 -1.111 -0.444 -0.1756
Br -5.886 0.081 -0.925 -0.1616
C -3.385 -0.573 0.234 1.0118
O -3.303 0.654 0.584 -0.8832
C -2.324 -1.508 0.520 -0.2656
N -1.207 -0.991 1.078 -0.5441
H 1.798 -1.795 2.203 0.4116
H 0.713 -0.602 2.938 0.2249
H 1.358 -0.314 1.317 -0.0531
H 0.561 -3.774 1.555 0.3846
H -1.402 -4.777 0.436 0.3510
H -5.458 -2.806 -1.321 0.4279
N 0.643 2.354 1.728 -0.2449
C 1.949 2.282 1.140 1.0366
C 3.026 2.654 1.941 -0.8009
C 4.306 2.753 1.436 -0.6319
C 4.517 2.478 0.097 -0.7851
C 3.466 2.042 -0.681 -1.0745
C 2.163 1.881 -0.194 0.1348
C 1.135 1.348 -1.118 1.7357
C 1.535 0.588 -2.230 -0.7492
C 0.645 0.213 -3.214 -0.7526
C -0.684 0.603 -3.140 -0.5719
C -1.127 1.266 -2.004 -0.8033
C -0.237 1.612 -0.989 0.0241
H 0.202 3.242 1.458 0.3084
H 0.716 2.334 2.746 0.2615
H 2.851 2.892 2.982 0.3239
H 5.120 3.069 2.068 0.3899
H 5.496 2.609 -0.340 0.4010
H 3.662 1.841 -1.720 0.4375
H 2.564 0.272 -2.324 0.4454
H 0.994 -0.374 -4.053 0.3950
H -1.366 0.370 -3.945 0.4401
H -2.177 1.549 -1.927 0.4615
```

Calculated values
HOMO-LUMO gap (alpha / beta)	0.2227 / 0.2226	hartree

***

Entry 2:
ORCA calculation (wB97M-V/def2-TZVPD) on a 2-piece molecular cluster, C7H14NO4P overall in a non-equilibrium geometry.

The geometry in XYZ format:
```
27
Properties=species:S:1:pos:R:3:mulliken_charge:R:1
C 0.734 -1.216 1.144 0.5819
C -1.677 -0.599 -1.416 -1.4785
C -0.683 2.295 1.821 -1.4013
C 1.311 -3.477 0.715 -0.9433
C -1.329 0.335 -0.249 -0.0707
C 0.363 1.982 0.709 -0.7563
C -0.011 0.903 -0.265 0.5772
N 1.101 -2.121 0.376 -0.3148
O -0.182 1.692 -2.984 -0.8126
O 2.032 1.985 -1.823 -0.8701
O 0.661 -0.690 2.258 -0.6115
O 1.174 -0.346 -2.351 -0.5021
P 0.763 1.172 -1.934 0.5289
H -1.345 -1.552 -1.265 0.2781
H -1.365 -0.080 -2.452 0.2552
H -2.721 -0.727 -1.486 0.5144
H -1.587 2.607 1.353 0.3760
H -0.256 3.137 2.406 0.4139
H -0.930 1.450 2.447 0.2712
H 1.769 -3.590 1.665 0.3396
H 0.279 -4.062 0.873 0.1972
H 2.025 -4.097 0.057 0.2492
H -1.574 -0.287 0.715 0.0227
H -2.058 1.272 -0.268 0.2033
H 1.114 1.732 1.406 0.1556
H 0.626 2.860 0.176 0.4974
H 1.764 -0.579 -1.626 0.2993
```

Calculated values
charge	-2
HOMO-LUMO gap (alpha / beta)	0.1528 / 0.1691	hartree

***

no.,molecular weight (g/mol)
1,590.611
2,207.166